Entry A
The following is a DFT calculation (ωB97M-V/def2-TZVPD) of a single C4H4N2O2 molecule.

Results
- HOMO energy: -9.3 eV
- Kohn-Sham gap: 8.85 eV
- Structure (SMILES): O=C1C=CNN=CO1
- Lowest unoccupied orbital energy: -0.43 eV

CARTESIAN COORDINATES (ANGSTROEM)
O (-0.89, 0.13, -2.36)
C (-0.50, -0.10, -1.15)
C (-1.27, -0.51, -0.05)
C (-1.10, -0.04, 1.25)
N (0.16, 0.42, 1.60)
N (1.37, -0.57, 1.20)
C (1.54, -0.32, -0.05)
O (0.68, 0.81, -0.59)
H (-2.27, -0.70, -0.59)
H (-1.70, 0.00, 2.34)
H (0.36, 0.73, 2.73)
H (2.56, -0.69, -0.46)

Entry B
The following is a DFT calculation (ωB97M-V/def2-TZVPD) of a single C4H4N2O2 molecule.

Results
- HOMO energy: -9.4 eV
- Kohn-Sham gap: 9.90 eV
- Structure (SMILES): C=Cn1ocnc1=O
- Lowest unoccupied orbital energy: 0.45 eV

CARTESIAN COORDINATES (ANGSTROEM)
C (2.17, -0.13, 0.11)
C (1.11, 0.55, 0.00)
N (-0.21, 0.14, -0.13)
O (-0.46, -1.26, -0.22)
C (-1.83, -1.20, -0.02)
N (-2.44, -0.04, 0.13)
C (-1.32, 0.97, 0.04)
O (-1.29, 2.15, -0.09)
H (3.15, 0.37, -0.15)
H (2.30, -1.16, 0.35)
H (1.29, 1.68, -0.16)
H (-2.47, -2.06, 0.14)

How far above the most stable structure does each one sit? In kcal/mol: entry A 66.9; entry B 0.0.

Entry A
The following is a DFT calculation (ωB97M-V/def2-TZVPD) of a molecular structure, C4H4N2O2.

Results
- HOMO energy: -8.9 eV
- Kohn-Sham gap: 7.54 eV
- Lowest unoccupied orbital energy: -1.37 eV

CARTESIAN COORDINATES (ANGSTROEM)
C (-0.78, 0.60, 0.23)
C (0.23, 0.20, -0.54)
N (0.48, 0.30, -1.87)
C (0.94, -0.95, 0.24)
O (-1.29, 1.79, 0.52)
C (-0.38, -0.50, 1.65)
O (1.00, -2.05, -0.32)
N (-0.68, -0.65, 2.77)
H (-2.01, 1.70, 1.16)
H (1.01, -0.49, -2.23)
H (-0.26, 0.62, -2.48)
H (1.75, -0.56, 0.87)

Entry B
The following is a DFT calculation (ωB97M-V/def2-TZVPD) of a single C4H4N2O2 molecule.

Results
- HOMO energy: -9.6 eV
- Kohn-Sham gap: 10.20 eV
- Structure (SMILES): C=Nn1occc1=O
- Lowest unoccupied orbital energy: 0.57 eV

CARTESIAN COORDINATES (ANGSTROEM)
C (2.16, 0.06, 1.19)
N (0.94, 0.40, 1.19)
N (-0.15, -0.16, 0.68)
O (-1.24, 0.80, 0.69)
C (-1.88, 0.49, -0.44)
C (-1.18, -0.12, -1.37)
C (0.04, -0.59, -0.73)
O (1.07, -0.99, -1.22)
H (2.56, -0.70, 0.52)
H (2.83, 0.90, 1.57)
H (-2.85, 1.05, -0.43)
H (-1.50, -0.47, -2.38)

How far above the most stable structure does each one sit? In kcal/mol: entry A 18.5; entry B 0.0.

Entry A
The following is a DFT calculation (ωB97M-V/def2-TZVPD) of a single C4H4N2O2 molecule.

Results
- HOMO energy: -9.3 eV
- Kohn-Sham gap: 10.00 eV
- Structure (SMILES): [H]/N=c1/ccoc(O)n1
- Lowest unoccupied orbital energy: 0.66 eV

CARTESIAN COORDINATES (ANGSTROEM)
H (-0.62, 1.52, -2.49)
N (0.23, 1.62, -1.99)
C (0.28, 0.90, -0.92)
C (1.37, 0.93, 0.06)
C (1.34, 0.11, 1.09)
O (0.28, -0.82, 1.20)
C (-0.71, -0.78, 0.34)
O (-1.59, -1.69, 0.74)
N (-0.87, 0.02, -0.65)
H (2.05, 1.87, 0.05)
H (1.97, 0.02, 1.89)
H (-2.23, -1.67, 0.05)

Entry B
The following is a DFT calculation (ωB97M-V/def2-TZVPD) of a single C4H4N2O2 molecule.

Results
- HOMO energy: -8.6 eV
- Kohn-Sham gap: 9.28 eV
- Structure (SMILES): c1cocnnco1
- Lowest unoccupied orbital energy: 0.65 eV

CARTESIAN COORDINATES (ANGSTROEM)
C (-0.06, -0.70, -1.12)
C (-0.56, 0.41, -1.51)
O (-1.03, 1.47, -0.64)
C (-0.62, 1.24, 0.70)
N (0.58, 1.18, 0.96)
N (1.22, 0.15, 1.64)
C (0.97, -0.97, 1.07)
O (0.44, -1.42, -0.10)
H (-0.17, -1.42, -2.02)
H (-0.84, 0.73, -2.42)
H (-1.35, 1.01, 1.70)
H (1.41, -1.68, 1.74)

How far above the most stable structure does each one sit? In kcal/mol: entry A 0.0; entry B 118.6.

Entry A
The following is a DFT calculation (ωB97M-V/def2-TZVPD) of 2 unconnected molecules or ions with the total composition C2H6O3.

Results
- HOMO energy: -10.1 eV
- Kohn-Sham gap: 10.71 eV
- Structure (SMILES): CC(=O)O.O
- Lowest unoccupied orbital energy: 0.59 eV

CARTESIAN COORDINATES (ANGSTROEM)
C (-0.11, 0.68, 1.97)
C (-0.09, 0.19, 0.55)
O (-0.99, 0.59, -0.20)
O (0.83, -0.67, 0.18)
H (0.92, 0.95, 2.29)
H (-0.77, 1.55, 1.91)
H (-0.43, -0.05, 2.71)
H (0.58, -0.98, -0.91)
O (0.17, -0.69, -2.13)
H (-0.72, -0.41, -1.89)
H (0.73, 0.05, -2.36)

Entry B
The following is a DFT calculation (ωB97M-V/def2-TZVPD) of 2 unconnected molecules or ions with the total composition C2H6O3.

Results
- HOMO energy: -10.0 eV
- Kohn-Sham gap: 10.75 eV
- Structure (SMILES): CC(=O)O.O
- Lowest unoccupied orbital energy: 0.76 eV

CARTESIAN COORDINATES (ANGSTROEM)
C (0.98, 0.47, 0.59)
C (0.41, -0.70, 1.41)
O (1.17, -1.41, 2.09)
O (-0.81, -1.03, 1.43)
H (2.04, 0.38, 0.85)
H (0.54, 0.38, -0.42)
H (0.60, 1.39, 1.14)
H (-0.95, -1.94, 1.75)
O (-1.29, 2.00, -4.28)
H (-0.99, 2.88, -4.60)
H (-2.12, 1.87, -4.64)

How far above the most stable structure does each one sit? In kcal/mol: entry A 0.0; entry B 10.3.